1.
The following is a quantum chemistry calculation of C23H41F5LaOP2Te as an isolated structure in a non-equilibrium geometry, from OMol25.

Summary:
Frontier orbital gap (spin up / spin down) in eV: 5.2 / 5.2
Net charge: +1
Calculated total energy in Eh: -2457.6623
Energy above the lowest of the compared OMol25 structures with the same formula, charge and spin in eV: 0.548
LUMO level (spin up / spin down) in eV: -3.2456 / -3.2903

The geometry in XYZ format:
```
74
Properties=species:S:1:pos:R:3:forces:R:3:mulliken_charge:R:1
La -2.2942 0.4351 -3.8081 -0.7 -3.9 0.5 2.017
C -0.1572 -0.8752 2.0002 -1.6 2.1 0.2 0.764
C -1.3363 -0.0838 1.9738 1.1 -0.9 0.0 0.405
C -1.8701 -2.1869 1.2053 2.7 -0.6 0.4 0.454
C -0.4811 -2.1687 1.5071 -3.0 -1.1 -1.0 0.179
C -2.3971 -0.8961 1.4973 0.8 0.7 0.1 0.661
C 1.1826 -0.4108 2.4061 0.4 0.1 0.2 -0.813
H 1.6545 0.1688 1.6010 -0.1 -0.3 0.2 -0.408
H 1.8361 -1.2545 2.6549 0.0 0.2 0.0 0.353
H 1.1271 0.2559 3.2760 0.0 -0.1 -0.1 0.412
C 0.4677 -3.2783 1.2921 0.3 -0.3 0.0 -1.551
H 1.3064 -3.2136 1.9940 -0.1 -0.2 -0.1 0.392
H 0.8840 -3.2615 0.2735 0.0 0.0 0.2 0.219
H -0.0279 -4.2451 1.4267 0.2 0.1 0.0 0.404
C -2.6281 -3.3255 0.6515 -0.3 -0.4 -0.1 -1.418
H -2.1289 -4.2711 0.8946 -0.2 0.1 -0.1 0.367
H -2.7296 -3.2614 -0.4435 0.0 -0.1 0.2 0.192
H -3.6413 -3.3480 1.0707 0.1 -0.2 -0.1 0.385
C -3.7825 -0.4484 1.2737 -0.5 0.0 0.1 -1.283
H -4.4626 -1.3065 1.2456 0.0 0.2 0.0 0.377
H -3.8774 0.0865 0.3154 0.1 -0.1 0.2 0.095
H -4.1039 0.2254 2.0802 0.0 -0.1 -0.3 0.344
C -1.4391 1.3489 2.3173 -0.1 0.5 0.1 -1.388
H -2.3465 1.5479 2.9028 0.2 0.1 -0.1 0.471
H -1.4881 1.9725 1.4099 0.0 0.0 0.1 0.020
H -0.5687 1.6721 2.8992 -0.2 0.1 0.0 0.327
C 2.8485 1.7456 0.1496 0.4 0.3 0.7 -0.345
C 2.5056 2.6426 1.0963 0.7 -0.8 -0.3 -0.626
C 2.2572 4.1243 1.0122 -0.4 0.5 -0.3 -0.904
C 2.4218 4.8573 -0.3481 0.7 0.8 -0.5 -1.079
C 1.1714 4.6241 -1.2200 -0.8 0.9 -0.6 0.339
C 0.8928 3.2426 -1.1677 -3.0 -2.6 0.4 -1.571
C 1.5687 2.2329 -1.9625 0.7 -1.0 -0.5 0.018
C 2.9671 1.9472 -1.3296 -0.2 0.1 -0.7 -1.085
H 2.9094 4.6200 1.7487 -0.1 -0.1 -0.3 0.588
H 3.3027 4.5151 -0.9012 -0.1 0.2 0.4 0.355
H 1.2291 4.3320 1.3590 0.2 -0.1 0.1 0.332
H 3.6435 2.7898 -1.5381 -0.1 -0.5 -0.2 0.209
H 3.1576 0.7368 0.4342 -0.4 0.3 0.3 0.711
H 2.5007 2.2861 2.1374 -0.1 0.1 -0.5 0.408
H 3.3670 1.0442 -1.8033 0.1 0.3 0.1 0.579
H 0.9284 1.3384 -2.0106 0.5 0.1 0.3 0.072
H 0.0349 2.9064 -0.5799 0.4 -0.1 0.0 0.511
H 1.7005 2.4866 -3.0430 0.1 -0.1 0.6 0.180
H 2.5403 5.9331 -0.1742 0.1 -0.1 0.1 0.457
H 0.3322 5.2104 -0.8184 0.2 0.0 0.1 0.702
P 0.9846 4.9015 -3.0806 2.6 2.5 1.7 0.901
C 2.6526 4.8288 -3.7745 0.4 0.0 -0.8 -1.402
C 0.5494 6.6596 -3.1407 0.0 0.2 -0.2 -1.356
P -1.3507 2.9055 -3.1908 1.0 2.8 0.9 1.075
C -0.1584 4.0268 -4.0947 -0.6 -0.6 -0.5 -1.119
C -2.1400 4.1263 -2.0313 -0.1 -0.4 -0.4 -1.244
C -2.5982 2.9290 -4.5624 -0.2 1.0 -0.3 -1.784
H 2.9291 3.8161 -4.1128 -0.1 0.4 0.3 0.354
H 3.4176 5.2139 -3.0794 -0.5 -0.2 -0.1 0.417
H 2.6779 5.4900 -4.6564 0.0 -0.3 0.2 0.509
H 0.9789 7.0785 -4.0524 -0.2 0.1 0.0 0.486
H 0.9795 7.2029 -2.2889 -0.1 -0.3 -0.2 0.385
H -0.5353 6.8058 -3.1428 0.2 0.0 0.0 0.414
H -2.6962 3.9663 -4.8719 -0.4 -0.1 -0.2 0.530
H -3.5788 2.5776 -4.2056 0.0 0.2 -0.3 0.633
H -2.2482 2.3647 -5.4508 -0.2 0.3 0.2 0.473
H 0.4148 3.4163 -4.8114 -0.1 0.1 0.2 0.534
H -0.7237 4.7851 -4.6681 0.3 -0.2 0.3 0.597
H -3.1097 3.6983 -1.7538 0.1 0.2 0.1 0.513
H -2.2885 5.1124 -2.4948 0.0 -0.3 0.1 0.396
H -1.5306 4.2071 -1.1278 -0.3 0.0 -0.2 0.127
F -2.3132 0.7821 -1.6317 -0.2 0.1 -0.2 -0.768
Te 0.8673 -0.5172 -5.2741 -0.6 1.4 1.2 1.487
F 0.8171 1.2121 -6.1391 0.0 -0.8 0.6 -0.468
F -1.2437 -0.5819 -5.8640 0.7 0.3 0.2 -0.709
F 2.6512 -0.1078 -4.6082 -0.9 0.0 -0.4 -0.505
F -4.2456 -0.4466 -3.9730 -0.2 0.1 -0.1 -0.670
O 0.0871 0.0047 -3.6845 1.2 -0.8 -1.5 -0.635
```
Forces are in eV/Å.

***

2.
The following is a quantum chemistry calculation of C23H41FeNO2P2 as an isolated structure in a non-equilibrium geometry, from OMol25.

Summary:
Frontier orbital gap (spin up / spin down) in eV: 8.4 / 7.0
Net charge: +1
Calculated total energy in Eh: -3052.2720
LUMO level (spin up / spin down) in eV: -2.0930 / -4.5559
Multiplicity: 6

The geometry in XYZ format:
```
70
Properties=species:S:1:pos:R:3:forces:R:3:mulliken_charge:R:1
Fe 0.0152 -0.1163 2.2625 -0.3 0.8 1.4 -0.464
C -0.9244 -1.8711 3.2051 0.5 -0.3 0.3 0.979
C 0.3991 -2.2075 2.7197 -0.1 -0.2 1.2 0.059
C 0.6220 -0.5428 4.3416 -0.9 -1.0 0.3 0.528
C -0.7987 -0.8380 4.1830 1.0 -0.7 0.6 0.819
C 1.3480 -1.3986 3.4586 -0.4 -0.5 0.1 0.760
C -2.1960 -2.5551 2.8022 0.0 0.0 -0.1 -1.705
H -2.1175 -2.9798 1.7974 0.0 0.0 0.1 0.294
H -3.0421 -1.8627 2.8152 0.0 -0.1 0.0 0.419
H -2.4254 -3.3791 3.4913 0.0 0.2 -0.1 0.349
C -1.8983 -0.1868 4.9626 0.0 0.1 -0.1 -1.496
H -2.8734 -0.3844 4.5088 0.1 0.0 0.1 0.355
H -1.7563 0.8979 4.9917 -0.1 -0.2 0.1 0.318
H -1.9235 -0.5603 5.9955 0.0 0.1 -0.2 0.326
C 1.1843 0.4542 5.3064 0.0 0.1 -0.1 -1.437
H 1.3103 0.0099 6.3032 -0.1 0.1 -0.2 0.310
H 0.5182 1.3181 5.3959 0.2 -0.1 0.1 0.337
H 2.1606 0.8172 4.9735 -0.1 0.0 0.1 0.319
C 2.8401 -1.5077 3.3641 0.0 0.0 -0.1 -1.540
H 3.2265 -2.1888 4.1344 -0.1 0.2 -0.2 0.357
H 3.3204 -0.5356 3.5056 0.0 -0.1 0.0 0.371
H 3.1486 -1.9028 2.3921 0.0 0.0 0.1 0.300
C 0.7371 -3.3413 1.7988 0.0 0.1 -0.2 -1.419
H 0.9558 -4.2610 2.3603 -0.1 0.2 -0.1 0.266
H 1.6160 -3.1083 1.1904 -0.1 -0.1 0.1 0.351
H -0.0913 -3.5583 1.1181 0.1 0.0 0.1 0.341
C -1.7940 1.4107 -4.6126 0.1 -0.3 0.1 -0.289
C -1.8574 0.0739 -4.6280 0.1 0.3 0.1 -0.539
C -1.0229 -0.9301 -5.3795 0.1 0.0 -0.1 -0.557
C 0.3293 -0.4453 -5.9474 -0.1 0.0 0.0 -0.964
C 1.2671 0.0714 -4.8829 -0.1 0.2 0.2 -0.192
C 1.3265 1.2924 -4.3383 -0.1 -0.4 -0.1 -0.538
C 0.4998 2.5210 -4.6142 -0.1 0.0 -0.2 -0.494
C -0.8431 2.3217 -5.3510 0.1 0.0 0.0 -0.973
H -1.6228 -1.3500 -6.2022 0.1 0.1 0.2 0.358
H 0.1621 0.2984 -6.7285 0.1 -0.2 0.1 0.339
H -0.8311 -1.7736 -4.7015 0.0 0.1 -0.1 0.266
H -0.6630 1.9715 -6.3690 -0.1 0.1 0.2 0.360
H -2.5019 1.9218 -3.9596 0.0 -0.1 -0.1 0.376
H -2.6277 -0.3809 -4.0039 0.0 0.1 -0.1 0.600
H -1.3134 3.3072 -5.4494 0.1 -0.2 0.0 0.402
H 0.2963 3.0058 -3.6491 0.0 0.0 -0.1 0.242
H 2.0862 1.4428 -3.5702 0.0 0.0 -0.1 0.475
H 1.1100 3.2436 -5.1787 -0.1 -0.1 0.1 0.411
H 0.8039 -1.3011 -6.4419 -0.1 0.2 0.1 0.403
H 1.9673 -0.6679 -4.4930 0.0 0.1 -0.1 0.364
P -1.1930 0.1830 0.3563 -2.8 0.0 -3.3 1.313
C -2.8163 1.0432 0.3217 0.2 0.0 0.3 -1.294
C -1.4768 -1.1913 -0.8372 0.2 0.0 0.1 -1.056
P 1.3816 0.7172 0.6436 3.1 1.5 -2.5 0.939
C 0.0308 1.2912 -0.4949 0.0 -0.3 1.2 -0.866
C 2.4282 -0.3815 -0.4009 -0.2 -0.1 0.1 -1.154
C 2.5033 2.1471 0.9148 -0.2 -0.1 0.1 -1.263
H -2.7920 1.8172 1.0930 -0.1 0.0 -0.1 0.369
H -3.6038 0.3238 0.5684 0.1 0.1 0.0 0.421
H -3.0238 1.4845 -0.6591 0.1 -0.1 0.1 0.373
H -1.6215 -0.8137 -1.8554 0.1 0.0 0.2 0.068
H -2.3689 -1.7496 -0.5372 0.1 0.1 0.0 0.451
H -0.6241 -1.8747 -0.8196 -0.1 0.0 -0.1 0.333
H 2.7761 2.6367 -0.0263 -0.1 -0.2 0.1 0.411
H 3.4112 1.7952 1.4156 -0.1 0.1 0.0 0.405
H 1.9857 2.8473 1.5753 0.2 0.0 -0.1 0.349
H -0.2134 2.3247 -0.2276 0.0 -0.1 0.0 0.464
H 0.1707 1.1983 -1.5773 0.0 -0.2 0.2 0.177
H 3.3841 -0.5530 0.1035 -0.2 0.0 0.0 0.419
H 2.6212 0.0644 -1.3828 -0.1 0.0 0.2 0.319
H 1.9321 -1.3467 -0.5300 0.1 0.1 -0.1 0.276
O -0.4009 3.6234 3.5010 -0.9 -1.1 -0.4 -0.521
N 0.0786 2.5806 3.1780 2.2 1.0 0.4 0.287
O -0.6974 1.5907 2.7995 -1.5 0.9 -0.1 -0.364
```
Forces are in eV/Å.

***

3.
The following is a quantum chemistry calculation of C23H41N2P3PbS as an isolated structure in a non-equilibrium geometry, from OMol25.

Summary:
Frontier orbital gap (spin up / spin down) in eV: 2.7 / 2.7
Net charge: +4
Calculated total energy in Eh: -2623.8394
Energy above the lowest of the compared OMol25 structures with the same formula, charge and spin in eV: 1.919
LUMO level (spin up / spin down) in eV: -15.6336 / -15.4457

The geometry in XYZ format:
```
71
Properties=species:S:1:pos:R:3:forces:R:3:mulliken_charge:R:1
Pb 0.8114 -4.5909 -2.9907 -4.4 -1.7 5.1 1.158
P -0.7118 1.9965 1.7701 -1.6 2.9 2.1 0.826
P -2.4353 -1.2494 -0.1075 -1.0 0.7 -0.1 0.612
P 3.0756 1.2702 -0.0586 -0.4 -0.5 -0.6 1.163
H 1.0470 -3.6667 -5.4168 -0.3 0.1 0.6 0.452
C 1.7417 -3.4107 -4.5945 5.5 -0.8 -2.1 -0.418
C 2.6440 -4.4917 -4.1984 0.7 3.3 -4.6 -0.660
H 2.5282 -5.4388 -4.7455 -0.3 -0.1 0.4 0.414
C -1.0811 3.5401 0.8310 0.4 -0.8 -1.3 -1.169
C -2.2770 1.8531 2.7306 -0.1 -1.3 -0.6 -1.105
C 0.3234 2.7139 3.1155 1.1 -1.0 -0.3 -1.100
C -3.2121 -2.4862 -1.2358 0.4 -0.1 0.0 -1.016
C -3.7883 -1.2184 1.1609 0.6 0.0 0.2 -1.215
C -2.8984 0.2956 -1.0494 0.2 -0.2 0.0 -0.533
C 4.5036 0.8223 -1.0543 0.3 -0.2 0.1 -1.155
C 3.3855 0.9633 1.6935 0.0 0.0 0.2 -0.729
C 2.6584 2.9980 -0.3623 -0.2 0.2 0.1 -1.080
H 2.0140 -2.3493 -4.4220 -0.4 -0.8 0.2 0.415
H 3.6523 -4.3609 -3.7928 -0.5 0.3 0.7 0.379
H -1.3456 4.3491 1.5245 0.1 -0.4 0.1 0.416
H -1.9197 3.3528 0.1476 0.2 0.2 0.1 0.417
H -0.1957 3.8267 0.2471 -0.4 0.1 0.1 0.323
H -2.4162 2.7578 3.3390 0.3 -0.1 -0.3 0.497
H -2.1982 0.9788 3.3905 -0.2 0.2 0.0 0.203
H -3.1244 1.7245 2.0433 0.2 0.0 0.3 0.451
H -0.2410 3.5085 3.6230 0.0 -0.2 -0.3 0.530
H 1.2541 3.1224 2.6983 -0.2 0.0 0.3 0.371
H 0.5637 1.9232 3.8393 0.0 0.3 -0.1 0.206
H -4.2732 -2.2207 -1.3618 0.3 -0.2 -0.1 0.373
H -3.1194 -3.4990 -0.8128 -0.2 0.3 -0.1 0.422
H -2.6987 -2.4602 -2.2071 -0.4 -0.1 0.3 -0.004
H -4.7156 -0.7968 0.7395 0.3 -0.2 0.1 0.466
H -3.4506 -0.6163 2.0170 -0.3 -0.3 -0.2 0.145
H -3.9576 -2.2526 1.4977 -0.1 0.4 0.0 0.471
H -3.9701 0.2493 -1.3044 0.4 0.1 0.0 0.508
H -2.2936 0.3474 -1.9688 -0.3 0.1 0.3 -0.058
H -2.6999 1.2021 -0.4512 -0.1 -0.4 -0.2 -0.015
H 5.2069 1.6588 -1.1170 -0.1 -0.1 0.1 0.444
H 4.2101 0.5345 -2.0720 0.0 0.1 0.3 0.376
H 5.0075 -0.0232 -0.5712 0.0 0.1 -0.2 0.396
H 4.1272 1.6977 2.0260 0.0 -0.1 0.0 0.423
H 3.7938 -0.0406 1.8745 0.0 0.3 -0.3 0.466
H 2.4963 1.0669 2.3301 0.1 0.1 -0.4 -0.169
H 3.5785 3.5454 -0.5858 -0.1 0.0 0.1 0.478
H 2.2263 3.4236 0.5483 0.1 0.0 -0.1 0.258
H 1.9566 3.1514 -1.1935 0.2 -0.2 0.2 0.351
C 0.0819 -0.6104 -3.1078 0.2 -0.4 -0.8 1.236
C 0.3327 0.6499 -3.7157 -0.3 0.6 -0.5 -0.492
C -0.5343 1.1366 -4.6846 0.0 0.0 0.2 -0.661
C -1.6843 0.3901 -5.0440 0.4 1.1 0.2 -0.517
C -1.8977 -0.8826 -4.5332 0.0 -1.4 0.1 -0.504
C -0.9632 -1.4344 -3.6650 0.2 0.8 -0.4 -0.006
S 1.1106 -1.0596 -1.8422 -0.7 -2.0 -0.9 0.078
H 2.0194 0.4220 -0.6275 0.9 1.1 1.1 -0.528
H 1.2654 1.1847 -3.4692 -0.8 -0.1 0.0 0.430
H -0.3389 2.1111 -5.1431 -0.1 -0.4 0.1 0.467
H -2.3970 0.8199 -5.7394 0.1 -0.1 0.0 0.478
H -2.7713 -1.4775 -4.8761 0.8 0.4 0.2 0.469
H -0.9553 -2.5114 -3.4960 -0.4 0.2 0.6 -0.449
N 3.1537 0.6428 5.6671 -2.3 -1.4 -1.3 -0.423
C 2.2306 0.0526 5.2416 2.2 1.3 1.2 -0.082
C 1.0677 -0.6372 4.7477 -0.2 -0.4 0.0 0.496
C -0.1099 -0.7213 5.5223 0.1 0.0 -0.2 -0.200
C -1.2178 -1.3682 4.9779 0.3 0.0 -0.4 -0.623
C -1.0946 -1.8924 3.6813 -0.5 0.3 0.6 -0.435
N 0.0166 -1.8102 2.9682 0.4 -0.5 -0.8 -0.481
C 1.1014 -1.2544 3.4815 -0.2 0.6 0.8 -0.349
H -0.1279 -0.3018 6.5307 0.0 -0.1 -0.3 0.518
H -2.1582 -1.4714 5.5127 0.3 0.0 0.1 0.476
H -1.9427 -2.3933 3.2040 0.3 0.1 0.2 0.544
H 2.0304 -1.2855 2.8960 -0.5 0.0 0.3 0.574
```
Forces are in eV/Å.